[1]
Density functional theory data (ωB97M-V/def2-TZVPD) for 16 unconnected molecules or ions with the total composition C58H161N13O19 at a distorted geometry.

Values from the calculation:
Orbital gap ... 9.171 eV
Energy relative to the best compared isomer or geometry (same formula, charge and spin) ... 0.000 eV

Geometry as ORCA input:
```
! RIJCOSX wB97M-V def2-TZVPD def2/J DEFGRID3
* xyz 0 1
C 4.3768 3.7678 0.7981
C 4.5126 2.8745 1.9488
O 3.4578 2.8756 2.9125
O 3.2497 3.4945 -0.0511
H 5.3244 3.5966 0.2648
H 4.4503 4.8193 1.1658
H 5.4130 3.1895 2.4946
H 4.6183 1.9364 1.4904
H 2.5947 2.6677 2.4937
H 2.4365 3.8357 0.4295
C -0.1739 3.1053 2.7649
C 0.5491 4.4591 2.4076
O 0.9967 4.4044 1.0807
O 0.7833 2.0350 2.7494
H -0.9785 2.9215 1.9801
H -0.6922 3.0705 3.6896
H 1.4523 4.5098 2.9704
H -0.0892 5.3006 2.5513
H 0.3038 4.4246 0.3955
H 1.0349 1.8684 3.6678
C 0.6692 -0.2611 -3.6296
C 0.5227 1.2908 -3.8642
O -0.8602 1.6666 -3.7356
O 0.4270 -1.0349 -4.7600
H -0.0043 -0.3754 -2.7387
H 1.7025 -0.5567 -3.3235
H 0.8768 1.6106 -4.8556
H 1.0752 1.7242 -3.0423
H -1.2133 1.9000 -4.6024
H -0.3558 -1.5568 -4.5963
C -2.3124 -0.8415 2.2476
C -3.4542 -1.7408 2.7297
C -4.4494 -1.0917 3.7285
O -3.9498 -0.4438 4.8797
C -4.1912 -1.2195 6.0060
N -4.2429 -2.1649 1.5099
H -1.5732 -0.6016 3.0137
H -2.6928 0.1479 1.8421
H -1.8656 -1.3282 1.3605
H -2.9209 -2.5751 3.2064
H -5.2418 -1.7599 4.0457
H -4.8849 -0.2872 3.1333
H -3.7625 -2.1820 5.9050
H -5.2266 -1.3430 6.3336
H -3.6544 -0.8157 6.8775
H -4.9805 -1.5273 1.2939
H -4.6186 -3.0865 1.7326
C -6.1191 5.1954 1.3849
C -4.6635 4.8370 0.9749
C -4.2235 3.5474 1.6887
O -4.1056 3.8787 3.0822
C -4.2502 2.7542 3.9285
N -4.4467 4.6484 -0.4300
H -6.7552 4.3411 1.1567
H -6.5139 6.0661 0.8524
H -6.1991 5.4141 2.4570
H -4.0210 5.6129 1.3368
H -3.2741 3.1832 1.3226
H -5.0179 2.7809 1.5276
H -3.4027 2.0885 3.8964
H -5.1676 2.2182 3.6369
H -4.1861 3.1119 5.0075
H -4.7223 5.4862 -0.9316
H -4.8307 3.8184 -0.8492
C -2.5217 -0.1081 -6.6069
C -3.2124 1.2684 -6.4728
C -3.9444 1.3331 -5.1391
O -4.6346 2.5762 -5.1011
C -5.3564 2.6946 -3.9177
N -2.1731 2.2824 -6.4725
H -3.2254 -0.9473 -6.5960
H -1.8779 -0.2875 -5.7586
H -1.7969 -0.2238 -7.4127
H -3.9630 1.4532 -7.2025
H -3.2107 1.1700 -4.2958
H -4.6750 0.4812 -5.0952
H -6.0606 1.8935 -3.6082
H -5.9088 3.6088 -3.9732
H -4.6580 2.7387 -3.0452
H -1.5073 2.2169 -7.2152
H -2.5671 3.2167 -6.4459
C -5.6222 -0.3676 -1.3878
C -6.9169 0.3026 -1.0342
C -7.5764 -0.3882 0.2090
O -6.7124 0.0567 1.3022
C -7.5284 0.0426 2.5036
N -6.7776 1.7543 -0.8608
H -4.8674 -0.4984 -0.6232
H -5.1486 0.1587 -2.1886
H -5.7566 -1.4273 -1.7296
H -7.5845 0.1175 -1.8923
H -7.5199 -1.4732 0.1943
H -8.6193 -0.0675 0.3532
H -6.8823 0.3638 3.2848
H -7.8764 -0.9889 2.6822
H -8.3371 0.8216 2.4929
H -6.2339 1.8836 -0.0275
H -7.6805 2.1909 -0.8781
C -1.8166 6.7705 -1.9267
C -1.1080 5.4366 -1.7643
C 0.2653 5.5243 -2.3195
O 0.1579 6.0270 -3.6766
C 0.6475 4.9673 -4.5236
N -1.1533 4.9411 -0.3495
H -1.6139 7.3668 -1.0705
H -2.8834 6.5893 -2.0050
H -1.4340 7.3030 -2.7550
H -1.6693 4.7055 -2.3777
H 0.7693 4.5374 -2.3895
H 0.8815 6.1590 -1.6933
H 1.6845 4.8084 -4.3378
H 0.5136 5.3147 -5.5476
H 0.0138 4.1134 -4.3908
H -2.0028 4.4568 -0.3727
H -1.4548 5.7279 0.2018
C 4.2458 -3.7140 3.9352
C 4.3948 -2.3321 4.5976
C 3.6564 -1.3100 3.7940
O 3.7067 -0.0033 4.3900
C 5.0353 0.4904 4.5870
N 4.0233 -2.3359 6.0227
H 3.2183 -4.0123 3.7030
H 4.6148 -4.4910 4.6763
H 4.7666 -3.7089 3.0229
H 5.4929 -2.1409 4.5130
H 2.6440 -1.6065 3.9501
H 4.0753 -1.2658 2.7587
H 5.5582 0.3916 3.6540
H 5.5112 -0.0748 5.3959
H 5.0038 1.5757 4.8561
H 3.5855 -1.4829 6.2731
H 3.4817 -3.1474 6.2857
C -0.9435 2.1506 6.6447
C 0.1698 1.0979 6.5391
C -0.4228 -0.1029 5.8821
O 0.6179 -1.0739 5.8533
C 0.1536 -2.2433 5.1943
N 1.2540 1.5868 5.6397
H -1.3256 2.3810 5.6374
H -0.6538 3.0914 7.1663
H -1.8097 1.7781 7.1754
H 0.5896 0.8347 7.5202
H -0.7536 0.1523 4.8888
H -1.2598 -0.5331 6.4896
H -0.7815 -2.5127 5.6175
H 0.8065 -3.0739 5.3195
H 0.0839 -2.0196 4.1567
H 1.8842 2.2574 6.0942
H 1.8408 0.7823 5.4244
C 5.1493 -5.5176 -4.5078
C 4.3383 -6.1030 -3.3447
C 2.8266 -5.7695 -3.4939
O 2.6373 -4.3946 -3.2989
C 1.2798 -4.0682 -3.0297
N 4.3071 -7.5312 -3.5282
H 6.1523 -5.9200 -4.4837
H 5.1770 -4.4231 -4.4443
H 4.6976 -5.9033 -5.4396
H 4.7436 -5.8449 -2.3822
H 2.2376 -6.2672 -2.6757
H 2.5213 -6.2277 -4.4694
H 1.2979 -3.0025 -2.7987
H 0.7592 -4.6609 -2.2438
H 0.7425 -4.2858 -3.9937
H 5.2095 -7.7822 -3.9229
H 4.3637 -8.0482 -2.6637
C 4.5282 5.0561 -3.9017
C 5.6584 4.0111 -3.8459
C 5.0692 2.6852 -4.3212
O 3.9566 2.1238 -3.6048
C 4.2670 1.4898 -2.4159
N 6.7432 4.2589 -4.7929
H 4.8472 5.9939 -3.4627
H 3.6730 4.7570 -3.2670
H 4.1494 5.2278 -4.9216
H 5.9366 3.8963 -2.7941
H 5.8526 1.9205 -4.1667
H 4.7022 2.7055 -5.3343
H 3.4342 0.8384 -2.2908
H 4.4001 2.1344 -1.5494
H 5.1930 0.9016 -2.4783
H 7.5840 4.7578 -4.4412
H 7.0893 3.4336 -5.2440
C -0.9860 -4.4585 2.3487
C -0.2823 -5.0977 1.1659
C 1.2138 -5.1824 1.3452
O 1.7336 -5.7894 0.1499
C 3.0578 -6.3991 0.3321
N -0.8019 -6.4829 1.0829
H -0.5828 -3.4290 2.4763
H -0.8009 -5.0385 3.2800
H -2.0969 -4.4680 2.3077
H -0.4578 -4.5018 0.2369
H 1.5008 -5.7487 2.1953
H 1.6706 -4.1938 1.4123
H 3.1316 -6.6112 1.4069
H 3.7668 -5.6621 -0.0127
H 3.1207 -7.2938 -0.3189
H -1.8095 -6.6270 1.1221
H -0.4678 -6.9236 0.2622
C 1.1415 -1.5533 0.4422
C 1.4661 -0.2404 -0.1948
C 0.2988 0.7812 -0.0471
O -0.9448 0.3014 -0.6425
C -1.9353 1.3315 -0.7268
N 2.6739 0.2815 0.4226
H 1.9133 -2.2624 0.2738
H 0.1763 -1.9956 0.0533
H 1.0832 -1.3652 1.5589
H 1.5648 -0.4482 -1.2612
H 0.5260 1.7286 -0.5317
H 0.1836 1.0505 1.0058
H -2.9411 0.8784 -0.7391
H -1.8317 1.9090 -1.6632
H -1.7986 2.0016 0.1352
H 2.9947 1.1676 -0.0146
H 2.3586 0.6131 1.3366
C 7.2132 -2.5964 -0.1318
C 6.1940 -1.5696 0.3204
C 6.2779 -0.3973 -0.6472
O 7.5936 0.2688 -0.5410
C 7.6916 1.1305 0.5718
N 4.8251 -2.2503 0.4020
H 8.2234 -2.1321 -0.2591
H 6.7692 -2.8322 -1.1650
H 7.2181 -3.4737 0.5341
H 6.3734 -1.2551 1.3310
H 5.5291 0.3766 -0.5138
H 6.2369 -0.7870 -1.6424
H 8.7232 1.3401 0.8277
H 7.1375 0.8311 1.4630
H 7.3630 2.1800 0.3407
H 4.1029 -1.5432 0.3544
H 4.7331 -2.9031 -0.3785
C -3.4467 -6.2171 -1.7873
C -4.2720 -4.9923 -1.1613
C -3.3821 -3.7724 -1.2085
O -3.2263 -3.3403 -2.5734
C -2.2348 -2.3299 -2.5952
N -5.4907 -4.7364 -1.8055
H -2.9338 -6.0822 -2.7316
H -4.0656 -7.0843 -1.9182
H -2.7909 -6.5257 -0.9536
H -4.2721 -5.1131 -0.0788
H -2.4011 -4.0741 -0.8363
H -3.7076 -2.9434 -0.5847
H -1.2394 -2.8014 -2.3718
H -2.4526 -1.5550 -1.8456
H -2.2057 -1.8647 -3.6029
H -5.5940 -3.8657 -2.2945
H -5.7207 -5.4716 -2.5094
*
```

---

[2]
Density functional theory data (ωB97M-V/def2-TZVPD) for a molecular structure, C58H31F24GeN3O5PSTl at a distorted geometry.

Values from the calculation:
Orbital gap ... 6.776 eV
Energy relative to the best compared isomer or geometry (same formula, charge and spin) ... 1.529 eV

Geometry as ORCA input:
```
! RIJCOSX wB97M-V def2-TZVPD def2/J DEFGRID3
* xyz -2 1
Tl -1.2348 1.3076 1.0392
O -2.8337 1.0603 -1.2503
C -3.1654 2.3027 -1.7921
C -2.1077 3.3718 -1.6473
C -2.3666 4.6857 -2.0329
C -1.3611 5.6246 -1.9115
C -0.1261 5.2170 -1.4296
C 0.0328 3.8929 -1.0702
N -0.9313 2.9934 -1.1719
H -1.9630 0.7789 -1.5768
H -4.0727 2.6266 -1.2745
H -3.4122 2.1972 -2.8654
H -3.3443 4.9621 -2.3992
H -1.5363 6.6561 -2.1820
H 0.6871 5.9161 -1.3199
H 0.9648 3.5170 -0.6742
O -1.1712 5.9598 1.9981
C -1.0736 4.7285 1.9648
O -1.9102 3.8791 1.6250
C 0.3319 4.2024 2.3706
C 1.1446 4.9600 3.2490
C 2.4058 4.5266 3.5386
C 2.9080 3.3864 2.8690
C 4.2195 2.8984 3.0224
C 4.6524 1.8228 2.2952
C 3.7871 1.1754 1.3996
C 2.4962 1.6017 1.2515
C 2.0286 2.7107 1.9828
N 0.7573 3.1117 1.7890
H 0.7190 5.8542 3.6811
H 3.0460 5.0511 4.2407
H 4.8759 3.3961 3.7253
H 5.6630 1.4559 2.4183
H 4.1604 0.3426 0.8206
H 1.7977 1.1220 0.5807
N 0.3451 -1.0975 1.8278
C 0.7326 -1.9136 0.6879
C -0.4656 -2.2325 -0.2049
C -0.5913 -1.2909 -1.4164
O -1.0862 -1.7122 -2.4550
O -0.1395 -0.1048 -1.2536
H 1.1595 -0.8485 2.3768
H -0.3007 -1.6059 2.4217
H 1.2239 -2.8558 0.9971
H 1.4545 -1.3297 0.1088
H -1.3913 -2.1236 0.3640
H -0.4163 -3.2547 -0.5853
F 8.3496 1.0069 -3.5098
C 7.6403 2.1062 -3.1866
F 7.9108 3.0046 -4.1666
F 8.2232 2.6017 -2.0812
C 6.1794 1.8282 -3.0262
C 5.4408 2.4868 -2.0489
C 4.1055 2.1725 -1.8895
C 3.4779 1.2164 -2.6872
C 4.2282 0.5978 -3.6835
C 5.5637 0.9018 -3.8625
P 1.7367 0.6914 -2.1392
C 0.8354 1.6694 -3.3937
C -0.4386 1.2800 -3.8028
C -1.1729 2.0560 -4.6764
C -0.6484 3.2543 -5.1405
C 0.6190 3.6583 -4.7392
C 1.3492 2.8716 -3.8726
C -1.4231 4.1306 -6.0680
F -2.5305 3.5541 -6.5614
F -0.7041 4.5142 -7.1498
F -1.8343 5.2832 -5.4967
C 1.8600 -0.9596 -2.9590
C 1.1916 -1.3517 -4.1131
C 1.2290 -2.6658 -4.5421
C 1.9530 -3.6074 -3.8250
C 2.6681 -3.2253 -2.6952
C 2.6203 -1.9100 -2.2806
C 1.9816 -5.0376 -4.2621
F 2.0627 -5.9010 -3.2361
F 3.0604 -5.3201 -5.0449
F 0.9201 -5.4089 -4.9911
H 5.9161 3.2152 -1.4074
H 3.5237 2.6579 -1.1183
H 3.7634 -0.1370 -4.3253
H 6.1391 0.4177 -4.6390
H -0.8651 0.3654 -3.4207
H -2.1486 1.7305 -5.0035
H 1.0333 4.5789 -5.1200
H 2.3296 3.2008 -3.5651
H 0.6184 -0.6447 -4.6897
H 0.6689 -2.9676 -5.4149
H 3.2279 -3.9603 -2.1342
H 3.1831 -1.6128 -1.4067
F -4.6593 -4.1148 0.9126
C -3.4493 -4.6111 1.1874
C -2.7167 -4.0306 2.2095
C -1.4380 -4.5136 2.4028
F -0.6296 -3.9273 3.3096
C -0.9284 -5.5920 1.6943
F 0.3105 -6.0491 1.9429
C -1.7133 -6.2022 0.7261
F -1.2571 -7.2741 0.0622
C -2.9770 -5.6900 0.4515
F -3.7262 -6.2598 -0.5034
Ge -3.4846 -2.3771 3.1215
S -4.0149 -0.7981 1.8784
C -2.2476 -2.3243 4.7576
C -1.4275 -1.2534 5.0552
F -1.4047 -0.2057 4.2301
C -0.6138 -1.2416 6.1847
F 0.1917 -0.2028 6.4512
C -0.6350 -2.3253 7.0526
F 0.1309 -2.3247 8.1566
C -1.4562 -3.4112 6.7780
F -1.4846 -4.4613 7.6187
C -2.2419 -3.3901 5.6351
F -3.0078 -4.4624 5.3617
C -5.1445 -2.9929 4.1442
C -5.9623 -4.0746 3.8676
F -5.4815 -5.0948 3.1405
C -7.2609 -4.1702 4.3552
F -8.0400 -5.2234 4.0457
C -7.7640 -3.1627 5.1690
F -9.0233 -3.2356 5.6380
C -6.9461 -2.0923 5.5187
F -7.4116 -1.1418 6.3483
C -5.6639 -2.0315 4.9973
F -4.8631 -1.0073 5.3472
*
```